This record from the OMol25 dataset describes C8H14OS2 in the gas phase in a non-equilibrium geometry. The level of theory is ωB97M-V with the def2-TZVPD basis set.

Geometry as ORCA input:
```
! RIJCOSX wB97M-V def2-TZVPD def2/J DEFGRID3
* xyz 0 1
C 0.69 -0.01 -0.74
C 0.26 -0.79 0.38
C -0.20 0.78 -1.29
C -1.08 -0.13 0.90
C 2.03 -0.30 -1.27
C 1.38 -0.94 1.49
C -0.09 1.95 -2.21
C -1.93 -1.17 1.60
O -2.79 -0.27 -1.16
S -0.73 1.20 2.10
S -1.87 0.71 -0.59
H -0.84 2.37 1.28
H 0.12 -1.75 0.02
H 1.91 -0.56 -2.30
H 2.42 -1.15 -0.73
H 2.60 0.61 -1.35
H 0.89 -0.80 2.55
H 2.01 0.01 1.42
H 1.96 -1.94 1.63
H -0.76 1.82 -2.99
H 0.91 2.04 -2.61
H -0.55 2.72 -1.59
H -1.67 -1.13 2.73
H -1.67 -2.19 1.18
H -3.02 -1.09 1.54
*
```

The energy above the lowest of the compared OMol25 structures with the same formula, charge and spin comes out at 17.94 kcal per mole.

***

This record from the OMol25 dataset describes 7 unconnected molecules or ions with the total composition C11H36N15O9P in a non-equilibrium geometry. The level of theory is ωB97M-V with the def2-TZVPD basis set.

Geometry as ORCA input:
```
! RIJCOSX wB97M-V def2-TZVPD def2/J DEFGRID3
* xyz 0 1
C -2.70 4.82 -2.11
N -1.56 4.06 -1.54
C -0.30 4.78 -1.69
C -1.58 2.73 -1.96
O -2.45 1.97 -1.54
C -0.61 2.21 -3.03
N 0.80 2.00 -2.70
C 1.07 1.00 -1.73
O 1.43 -0.12 -1.97
O 0.79 1.45 -0.46
P 0.32 0.43 0.75
N -1.16 0.57 1.21
H -3.16 5.43 -1.34
H -3.42 4.14 -2.55
H -2.33 5.50 -2.89
H -0.40 5.76 -1.22
H 0.49 4.23 -1.19
H -0.03 4.94 -2.75
H -0.65 2.92 -3.86
H -1.02 1.26 -3.36
H 1.28 2.86 -2.49
H 0.56 -0.88 0.34
H 1.22 0.70 1.79
H -1.70 1.28 0.74
N 0.48 -4.46 2.03
C 0.13 -3.16 2.23
N -1.00 -2.75 1.59
O 0.79 -2.39 2.92
H -0.03 -5.10 1.45
H 1.31 -4.78 2.49
H -1.28 -1.79 1.72
H -1.55 -3.33 0.98
N -3.32 -2.12 -3.25
C -2.81 -2.10 -1.97
N -2.55 -0.85 -1.49
O -2.63 -3.13 -1.35
H -3.49 -1.30 -3.79
H -3.53 -3.02 -3.64
H -2.18 -0.77 -0.55
H -2.71 -0.01 -2.00
N 0.65 9.19 0.21
C -0.44 8.90 -0.55
N -1.11 9.98 -1.06
O -0.81 7.76 -0.76
H 0.97 10.12 0.40
H 1.15 8.41 0.61
H -1.92 9.80 -1.62
H -0.83 10.93 -0.90
N -0.91 -7.75 -1.56
C 0.12 -7.57 -0.67
N 1.28 -8.22 -0.96
O 0.00 -6.86 0.32
H -0.83 -8.32 -2.38
H -1.76 -7.26 -1.37
H 2.04 -8.13 -0.32
H 1.40 -8.80 -1.77
N 5.66 -6.75 2.44
C 4.49 -7.09 1.83
N 3.82 -6.07 1.21
O 4.07 -8.24 1.81
H 6.02 -5.81 2.47
H 6.17 -7.48 2.90
H 2.95 -6.30 0.77
H 4.14 -5.12 1.19
N -0.21 1.29 4.10
C 0.44 2.49 4.06
N 0.98 2.92 5.25
O 0.52 3.13 3.03
H -0.30 0.73 4.92
H -0.65 0.97 3.24
H 1.45 3.80 5.24
H 0.91 2.41 6.10
*
```

The SMILES is CN(C)C(=O)CNC(=O)O[PH2]=N.NC(N)=O.NC(N)=O.NC(N)=O.NC(N)=O.NC(N)=O.NC(N)=O.

***

This record from the OMol25 dataset describes C6H5IN2 in the gas phase in a non-equilibrium geometry. The level of theory is ωB97M-V with the def2-TZVPD basis set.

Geometry as ORCA input:
```
! RIJCOSX wB97M-V def2-TZVPD def2/J DEFGRID3
* xyz 0 1
C -1.56 -0.75 1.70
C -0.93 -0.20 0.42
C 0.31 -0.44 0.05
C 0.91 0.33 -1.08
I 0.56 -0.62 -3.09
C 2.31 0.37 -0.99
N 3.44 0.25 -0.86
C 0.35 1.71 -1.07
N -0.04 2.77 -1.19
H -1.07 -1.69 1.98
H -1.29 -0.11 2.54
H -2.59 -0.92 1.51
H -1.40 0.49 -0.33
H 0.99 -1.19 0.41
*
```

The energy above the lowest of the compared OMol25 structures with the same formula, charge and spin comes out at 0.00 kcal per mole. The SMILES is C/C=C/C(I)(C#N)C#N.

***

This record from the OMol25 dataset describes a molecular structure, C2H17NO5 in a non-equilibrium geometry. The level of theory is ωB97M-V with the def2-TZVPD basis set.

Geometry as ORCA input:
```
! RIJCOSX wB97M-V def2-TZVPD def2/J DEFGRID3
* xyz 0 1
H 1.08 -1.19 -0.17
O 2.08 -0.59 -0.26
N -0.26 -1.34 -0.15
H 2.79 -1.24 -0.13
H -0.34 -2.02 -0.91
C -1.04 -0.15 -0.59
H -0.21 0.25 -1.19
H -1.05 0.56 0.24
H -0.57 -1.82 0.69
C -2.35 -0.63 -1.20
H -2.69 -1.54 -0.68
H -3.14 0.12 -1.14
H -2.19 -0.97 -2.21
O 1.35 0.15 2.28
H 1.45 -0.79 2.44
H 1.62 0.39 1.38
O 2.49 2.07 -0.16
H 3.05 2.17 0.62
H 2.45 1.08 -0.20
O -2.04 -0.78 2.16
H -2.18 0.05 2.62
H -2.75 -1.32 2.57
O 0.81 2.48 -2.33
H 1.64 2.61 -1.86
H 0.01 2.44 -1.83
*
```

The energy above the lowest of the compared OMol25 structures with the same formula, charge and spin comes out at 42.86 kcal per mole.

***

| no. | frontier orbital gap (eV) | LUMO level (hartree) |
| --- | --- | --- |
| 1 | 9.51 | 0.0205 |
| 2 | 9.26 | 0.0172 |
| 3 | 8.78 | -0.0510 |
| 4 | 10.36 | 0.0111 |